Record 1
Computed, not measured: a structure of composition C13H20BCoF13N4OS2 in a non-equilibrium geometry, with ωB97M-V with the def2-TZVPD basis set.

## Properties
energy above the lowest of the compared OMol25 structures with the same formula, charge and spin = 0.924 eV
⟨S²⟩ = 6.017
LUMO (spin up / spin down) = -2.88 / -7.28 eV
net charge = +1
multiplicity = 5

Cartesian coordinates (Å):
Co 0.82229 0.87434 0.90049
C -4.33282 1.28019 -0.64505
C -3.03761 0.52723 -0.37356
N -2.12551 0.50338 -1.51125
C -0.99787 1.22913 -1.66091
S -0.38096 2.30714 -0.40831
N -0.30090 1.10163 -2.78734
C -0.78053 0.56620 -4.05578
C -1.72286 1.52347 -4.78877
H -4.95620 1.24378 0.24270
H -4.88160 0.85730 -1.48202
H -4.13964 2.33061 -0.86498
H -3.20840 -0.50760 -0.07871
H -2.52693 1.02492 0.43402
H -2.35071 -0.15815 -2.25885
H 0.61666 1.54898 -2.73598
H -1.29188 -0.39705 -3.90108
H 0.09863 0.36230 -4.66110
H -2.62305 1.74115 -4.21163
H -2.03420 1.08095 -5.73560
H -1.22799 2.47477 -5.00150
F 4.85699 2.58418 2.45506
C 3.93814 2.07514 3.29883
F 4.08873 0.73274 3.33256
F 4.13480 2.57156 4.54763
C 2.47665 2.39864 2.72764
O 2.40651 1.89657 1.47444
C 1.38426 1.71985 3.71969
F 0.15355 2.14765 3.33035
F 1.46810 0.35855 3.54197
F 1.54615 1.97994 5.01868
C 2.22235 3.98830 2.72603
F 3.25559 4.61910 2.15177
F 2.04403 4.46933 3.96916
F 1.11287 4.23658 1.97504
F -0.91451 -2.01694 3.15444
B -1.59553 -1.27465 2.16635
F -2.71052 -0.65530 2.67229
F -1.94821 -2.12318 1.04464
F -0.68071 -0.29124 1.71995
C 1.42657 -3.19160 -2.60453
N 1.08893 -3.24979 -1.19167
C 0.64394 -4.46963 -0.51885
C 0.47219 -4.05650 0.94419
N 0.91787 -2.67494 0.94859
C 1.18517 -2.21536 -0.31002
S 1.67476 -0.61345 -0.76457
H 2.15293 -3.96692 -2.83767
H 1.80905 -2.20087 -2.85651
H 0.51707 -3.38963 -3.20217
H 1.38575 -5.26946 -0.65943
H -0.28324 -4.83656 -0.98199
H 1.09275 -4.63633 1.62924
H -0.57477 -4.13062 1.28461
H 0.63389 -2.02984 1.67944

Atom charges from the natural (NBO) analysis, given in e for atoms 1 to 2: 1.524, -0.618

***

Record 2
Computed, not measured: a structure of composition C6H7AuLiO6 in a non-equilibrium geometry, with ωB97M-V with the def2-TZVPD basis set.

## Properties
energy above the lowest of the compared OMol25 structures with the same formula, charge and spin = 0.060 eV
⟨S²⟩ = 3.763
LUMO (spin up / spin down) = -9.78 / -13.31 eV
net charge = +2
multiplicity = 4

Cartesian coordinates (Å):
Au 3.20836 -0.09677 0.29649
O 1.89248 1.37731 0.42590
O 1.40800 2.16833 -1.64054
C 0.06796 2.52903 -1.26611
C -0.91721 1.44248 -1.68660
O 3.25294 1.02713 -1.25563
C 2.19054 1.52997 -0.79894
H 0.02056 2.72339 -0.18894
H -0.14758 3.45148 -1.81333
H -0.81316 1.22254 -2.75475
H -1.93142 1.82205 -1.49987
Li 0.69635 0.03135 1.32418
O -0.91018 0.19119 0.35327
O -0.32848 -0.84614 -1.53519
C 0.09548 -2.22848 -0.73457
C 1.51001 -2.14249 -0.39540
O 1.93469 -1.34858 0.57500
C -0.73957 0.18565 -0.86854
H -0.57640 -2.28881 0.12864
H -0.11364 -2.99437 -1.48415
H 2.24635 -2.54489 -1.10079

Atom charges from the natural (NBO) analysis, given in e for atoms 1 to 2: 1.579, -0.638

***

Record 3
Computed, not measured: a structure of composition C6H11N2 in a non-equilibrium geometry, with ωB97M-V with the def2-TZVPD basis set.

## Properties
energy above the lowest of the compared OMol25 structures with the same formula, charge and spin = 1.972 eV
⟨S²⟩ = 2.008
LUMO (spin up / spin down) = -3.70 / -7.12 eV
net charge = +1
multiplicity = 3

Cartesian coordinates (Å):
C -1.14966 -0.44796 -0.29855
C 0.40853 -1.31479 1.32418
C -0.25319 0.73974 -0.43512
C 0.87379 -0.25093 -0.13991
C -0.45662 1.89984 0.53687
C 2.16701 -0.42393 -0.82981
N -0.16604 -1.36016 -0.02530
N -2.41349 -0.66739 -0.47266
H 1.15622 -2.06157 1.50085
H -0.14900 -0.88114 2.13138
H -0.18399 1.11439 -1.46134
H -0.63895 1.54610 1.54847
H -1.28482 2.53585 0.23410
H 0.44795 2.50115 0.54678
H 2.77069 0.47727 -0.73592
H 1.99600 -0.61838 -1.89129
H 2.72080 -1.26257 -0.41942
H -3.04020 0.06941 -0.77629
H -2.80505 -1.59494 -0.33704

Atom charges from the natural (NBO) analysis, given in e for atoms 1 to 2: 0.212, -0.074